Entry 1:
Formula: C5H10O
Source: the OMol25 dataset
Level of theory: ωB97M-V with the def2-TZVPD basis set

## Properties
**Relative energy (zero: lowest compared OMol25 entry of this formula, charge and spin)**: 159.8 kJ/mol
**Highest occupied orbital energy**: -8.624 eV
**Charge**: 0
**Frontier orbital gap**: 9.44 eV
**SMILES**: C=C/C=C/C.O
**Largest force on an atom**: 1.145 eV/A

```
16
Properties=species:S:1:pos:R:3:forces:R:3
C 0.709 1.387 2.043 0.49 0.13 0.67
C 0.053 0.628 0.943 -0.38 0.83 -0.69
C 0.321 0.936 -0.329 -0.86 0.21 -0.09
C -0.362 0.425 -1.520 -0.21 -0.02 -0.65
C -0.351 1.104 -2.669 0.56 -0.14 0.67
H 1.551 1.943 1.660 0.35 0.17 -0.41
H 0.087 2.156 2.505 -0.39 -0.26 0.04
H 1.149 0.792 2.851 -0.39 -0.22 -0.08
H -0.854 0.053 1.102 0.37 -0.57 0.39
H 0.933 1.803 -0.563 0.55 -0.27 0.20
H -0.903 -0.519 -1.556 0.25 -0.07 0.56
H -0.710 0.666 -3.576 -0.45 0.08 -0.33
H 0.130 2.070 -2.697 0.12 0.12 -0.28
H -1.088 -4.991 0.918 0.00 0.01 -0.17
H -0.011 -3.949 0.678 -0.22 -0.18 -0.30
O -0.654 -4.503 0.208 0.23 0.18 0.47
```
Forces are in eV/Å.

=====

Entry 2:
Formula: C4H10N4
Source: the OMol25 dataset
Level of theory: ωB97M-V with the def2-TZVPD basis set

## Properties
**Relative energy (zero: lowest compared OMol25 entry of this formula, charge and spin)**: 1037.1 kJ/mol
**Highest occupied orbital energy**: -8.651 eV
**Charge**: 0
**Frontier orbital gap**: 8.96 eV
**Largest force on an atom**: 5.625 eV/A

```
18
Properties=species:S:1:pos:R:3:forces:R:3
C 1.585 1.070 0.705 1.47 2.01 -1.12
C 1.404 -0.916 -0.629 2.44 -1.13 -4.17
C -0.212 -0.993 1.129 -5.56 -0.45 -0.70
C -2.221 0.003 -0.988 0.48 -2.94 2.98
H 0.470 0.823 1.344 4.09 0.99 -2.31
H 1.590 2.363 0.083 0.40 -3.48 3.33
H 2.843 0.435 1.452 -3.58 2.43 -1.58
H 2.763 0.461 -1.299 -3.69 0.82 3.08
H 1.989 -1.900 -1.312 -1.16 3.85 1.20
H -0.360 -1.894 2.062 1.01 3.04 -2.87
H -1.995 1.664 0.312 1.82 -2.86 -0.90
H -2.781 0.678 -1.594 0.20 -0.09 -1.38
H -2.971 -0.563 -0.354 0.04 0.99 -0.46
H -1.626 -0.973 -1.233 -0.75 2.38 -1.11
N 1.726 0.458 -0.672 3.28 -3.26 -1.01
N 0.412 -1.411 -0.103 -1.81 -1.53 5.03
N -1.248 -0.101 1.156 2.81 -1.16 -0.12
N -1.368 0.797 -0.058 -1.49 0.40 2.11
```
Forces are in eV/Å.

=====

Entry 3:
Formula: C4H8O
Source: the OMol25 dataset
Level of theory: ωB97M-V with the def2-TZVPD basis set

## Properties
**Relative energy (zero: lowest compared OMol25 entry of this formula, charge and spin)**: 191.5 kJ/mol
**Highest occupied orbital energy**: -9.430 eV
**Charge**: 0
**Frontier orbital gap**: 10.34 eV
**SMILES**: C=CC.C=O
**Largest force on an atom**: 1.932 eV/A

```
13
Properties=species:S:1:pos:R:3:forces:R:3
O 0.602 4.183 -1.353 -0.33 0.54 0.09
C 1.366 5.102 -1.530 -0.23 -1.91 0.18
H 1.106 6.111 -1.195 0.31 0.30 -0.21
H 2.324 4.784 -1.978 0.25 1.07 -0.05
C -1.092 -2.906 1.432 0.96 0.10 0.96
C -0.624 -1.646 0.752 0.24 -1.12 -0.40
C 0.010 -1.736 -0.412 -0.11 1.31 -0.27
H -1.722 -3.512 0.791 -0.24 -0.02 0.14
H -0.207 -3.495 1.713 -0.13 -0.12 -0.34
H -1.521 -2.701 2.413 -0.59 0.00 -0.26
H -0.775 -0.709 1.269 -0.07 0.19 -0.26
H 0.283 -0.833 -0.952 0.18 -0.01 0.17
H 0.249 -2.643 -0.948 -0.25 -0.33 0.26
```
Forces are in eV/Å.